78
Properties=species:S:1:pos:R:3:forces:R:3:lowdin_charge:R:1 method="wB97M-V/def2-TZVPD" relative_energy_kcal_mol=17.2 fmax_ev_per_a=1.09 homo_lumo_gap_ha=0.2263 total_charge=+1
Al -0.650636 -0.483279 1.315754 0.778 -0.216 -0.150 0.054
Br -1.365929 -8.032719 1.393220 -0.021 -0.027 0.027 0.755
C -0.880053 -7.185333 -0.222166 -0.042 0.053 -0.024 -0.695
C -1.707131 -6.205685 -0.754492 0.054 0.019 -0.038 -0.108
C -1.334794 -5.557109 -1.921028 -0.163 -0.024 -0.058 -0.019
C -0.143314 -5.896615 -2.554361 0.179 0.028 -0.136 -0.279
C 0.637673 -6.922865 -2.047323 0.130 -0.088 0.102 -0.033
C 0.285794 -7.560071 -0.866275 0.057 0.019 -0.064 -0.116
N 0.300301 -5.345411 -3.815218 -0.410 -0.037 0.083 0.080
N 0.204479 -4.141167 -4.083733 0.343 0.162 0.252 0.085
C -0.167639 -3.177626 -3.079503 -0.027 -0.128 -0.086 -0.242
C -1.182367 -2.315771 -3.381126 -0.215 0.113 0.028 -0.012
C -1.711588 -1.403891 -2.436097 -0.069 -0.070 -0.238 0.032
C -1.157623 -1.334095 -1.190182 0.093 0.101 0.262 -0.268
O -1.578188 -0.565075 -0.190439 -0.196 -0.116 0.023 -0.001
C -0.000826 -2.117319 -0.924209 0.022 0.126 0.149 -0.109
N 0.550385 -1.873649 0.295687 -0.268 -0.034 -0.079 0.127
C 1.613003 -2.557297 0.659035 0.049 0.053 0.009 -0.044
C 2.219721 -3.489402 -0.197288 0.028 0.023 0.022 -0.009
C 1.681697 -3.726788 -1.434070 -0.026 -0.029 -0.024 0.027
C 0.510194 -3.047051 -1.832854 0.181 -0.059 -0.109 -0.093
H -2.633942 -5.949400 -0.259888 0.009 -0.007 -0.008 0.105
H -1.989467 -4.807339 -2.345774 0.039 -0.012 0.051 0.120
H 1.535330 -7.211735 -2.581756 -0.052 -0.013 0.001 0.119
H 0.901922 -8.351264 -0.462354 0.007 0.021 0.007 0.104
H -1.632671 -2.389089 -4.364037 -0.013 0.017 0.025 0.122
H -2.553241 -0.772590 -2.687473 0.010 -0.026 -0.002 0.125
H 2.006407 -2.363406 1.648981 -0.029 -0.023 0.001 0.128
H 3.111215 -4.006197 0.128706 -0.020 0.006 0.009 0.115
H 2.156798 -4.429619 -2.105267 -0.008 -0.001 -0.010 0.120
C 2.958167 4.030298 6.134074 0.020 -0.032 -0.114 -0.055
C 1.637632 3.292150 6.271549 -0.168 0.006 -0.004 -0.168
N 1.175058 2.701841 5.001627 0.136 -0.103 -0.079 -0.003
C 1.206722 1.369177 4.849406 -0.043 0.122 0.065 0.071
C 0.911353 0.718290 3.681096 0.044 0.013 0.003 -0.003
C 0.765941 -0.784996 3.732957 -0.206 0.154 0.133 -0.518
O 1.293299 -1.399610 4.633221 0.015 -0.041 -0.079 0.102
O 0.012928 -1.281396 2.803584 0.067 -0.211 -0.057 0.061
C 0.722432 1.478922 2.514872 0.061 0.164 0.137 -0.226
O 0.469307 0.991933 1.364105 -0.091 -0.298 -0.285 0.081
C 0.723373 2.909589 2.657063 0.223 -0.041 0.047 -0.055
C 0.468219 3.719359 1.545861 0.090 0.169 -0.155 0.074
C 0.149847 5.027190 1.716670 0.242 0.021 -0.023 -0.205
F -0.110072 5.762332 0.618733 -0.051 -0.017 0.047 0.079
C 0.008683 5.595452 3.002901 0.210 0.266 0.066 -0.163
C 0.445982 4.836655 4.074465 0.095 0.166 0.044 0.048
C 0.811801 3.494518 3.918562 0.022 0.029 0.148 -0.111
N -0.579674 6.862517 3.246662 -0.025 -0.108 0.013 -0.074
C -1.594766 6.900248 4.308694 -0.136 0.404 0.031 -0.177
C -1.504011 8.257173 5.004314 0.109 0.003 0.043 -0.071
N -0.996660 9.257004 3.995963 -0.050 -0.001 -0.033 0.057
C -1.621395 8.990902 2.656194 0.061 0.000 0.012 -0.072
C -1.030851 7.684485 2.110439 0.011 -0.101 0.169 -0.130
H 3.247806 4.444766 7.099397 -0.009 -0.011 -0.009 0.086
H 2.895358 4.845940 5.413029 -0.005 -0.005 0.026 0.071
H 3.742848 3.347850 5.805772 -0.009 0.022 0.012 0.090
H 0.852491 3.936532 6.667910 -0.017 0.010 -0.005 0.118
H 1.745057 2.462495 6.964725 -0.047 -0.008 0.051 0.125
H 1.448229 0.775550 5.722693 0.033 0.015 -0.008 0.156
H 0.450582 3.287569 0.553433 0.002 0.001 0.032 0.143
H 0.429621 5.268120 5.065614 0.036 0.010 -0.047 0.114
H -1.434233 6.115505 5.038430 -0.030 -0.028 -0.037 0.120
H -2.592444 6.729111 3.888561 0.271 0.205 0.177 0.095
H -0.806745 8.259695 5.838554 0.055 0.049 0.014 0.134
H -2.477443 8.599879 5.348235 -0.004 0.037 0.003 0.138
H 0.012201 9.126217 3.902078 0.008 -0.006 0.017 0.182
H -1.164237 10.211056 4.312291 -0.021 0.000 -0.025 0.185
H -1.411433 9.825882 1.993208 0.017 0.034 0.021 0.139
H -2.695286 8.937548 2.818929 -0.007 -0.022 0.031 0.139
H -0.181673 7.907201 1.472322 0.044 -0.001 -0.032 0.131
H -1.795568 7.189472 1.508156 -0.008 -0.016 0.025 0.130
O -1.978036 0.337768 2.305365 -0.596 -0.127 0.128 -0.045
N -2.340122 1.489550 2.752021 0.327 0.134 -0.129 0.083
C -2.347828 2.478599 1.903014 -0.201 0.376 -0.096 -0.264
C -2.100316 2.383516 0.485781 0.116 0.025 0.193 -0.166
N -1.855627 2.347834 -0.636580 -0.127 0.130 0.047 0.231
C -2.523732 3.804101 2.453495 -0.228 -0.481 -0.093 -0.080
N -2.556786 4.879279 2.862280 -0.658 -0.741 -0.448 0.218

17
Properties=species:S:1:pos:R:3:forces:R:3:lowdin_charge:R:1 method="wB97M-V/def2-TZVPD" relative_energy_kcal_mol=140.1 fmax_ev_per_a=4.04 homo_lumo_gap_ha="0.2812 / 0.2811" total_charge=0
C -1.093886 0.346831 -0.941010 2.374 -2.974 0.900 -0.169
C -0.303668 1.492117 -0.551635 2.390 3.108 -0.708 -0.291
C 0.858153 1.029162 0.448272 -0.011 0.222 -1.478 -0.148
C 0.619169 -1.678815 0.649190 0.973 1.334 -2.609 -0.047
C 0.696088 -1.141901 -0.797392 -2.675 1.410 0.763 0.005
C 1.402417 -0.396496 0.209538 0.038 0.869 -0.125 -0.291
O -2.870644 -1.461413 -0.101723 0.808 -0.457 0.479 -0.334
O -3.034467 0.868387 0.680168 1.087 -1.160 0.410 -0.357
S -2.186155 -0.224891 0.176514 -2.938 2.268 -1.591 0.743
H 0.230392 1.928854 -1.488840 -0.672 -1.246 1.081 0.136
H -0.814687 2.514437 -0.272605 0.440 -2.329 0.311 0.150
H 1.772263 1.612861 0.263148 -0.743 0.640 0.747 0.106
H 0.482356 0.989088 1.442225 -0.127 0.798 1.011 0.101
H -0.379010 -1.739996 1.023522 -0.148 0.423 0.654 0.055
H 1.222512 -2.504332 0.901417 0.675 -0.983 0.086 0.079
H 0.858020 -1.356528 -1.829256 0.163 -0.717 -0.184 0.096
H 2.541144 -0.277358 0.188467 -1.635 -1.205 0.250 0.165

11
Properties=species:S:1:pos:R:3:forces:R:3:lowdin_charge:R:1 method="wB97M-V/def2-TZVPD" relative_energy_kcal_mol=56.9 fmax_ev_per_a=5.20 homo_lumo_gap_ha=0.3447 total_charge=0
N -2.345686 0.442424 -0.031348 -0.617 3.461 -1.340 -0.030
N -1.600507 -0.665887 -0.031402 -0.907 -4.955 -1.304 -0.096
C -0.366663 -0.717740 0.018917 1.284 4.282 0.227 -0.132
N 0.405414 0.542266 0.090093 0.441 -1.016 -0.032 0.065
C 1.778664 0.546716 -0.038751 -1.104 -2.490 -0.048 -0.349
O 2.470588 -0.452780 0.005797 -0.232 0.642 0.111 0.019
H -2.609683 0.581111 0.906506 -0.881 0.646 1.075 0.068
H -3.165895 0.475671 -0.689959 1.249 -0.919 1.284 0.114
H 0.217320 -1.607925 -0.046229 0.208 -0.414 0.120 0.115
H -0.028248 1.462685 -0.012508 -0.357 -0.927 0.021 0.120
H 2.135243 1.505221 -0.276581 0.916 1.691 -0.114 0.106

127
Properties=species:S:1:pos:R:3:forces:R:3:lowdin_charge:R:1 method="wB97M-V/def2-TZVPD" relative_energy_kcal_mol=1156.8 fmax_ev_per_a=13.54 homo_lumo_gap_ha=0.2357 total_charge=0
C -2.839320 0.158128 1.593016 -1.229 0.320 -0.562 -0.047
C -2.419190 0.040318 3.027996 -2.426 2.893 0.091 -0.436
C -3.036630 1.120948 3.980146 -0.417 -0.047 -0.907 -0.152
O -2.448030 1.214818 5.260976 0.344 -0.031 0.952 -0.158
C -1.339890 2.110018 5.415766 -0.121 0.061 -0.592 -0.078
N -2.627430 -1.292042 3.395686 -2.438 -0.411 3.041 0.055
H -1.944640 -0.036052 1.001436 -1.116 0.526 -0.042 0.067
H -3.215040 1.174688 1.476766 -0.370 -0.151 -0.856 0.097
H -3.547600 -0.581022 1.218706 -0.763 0.346 0.821 0.078
H -1.369190 0.269988 2.846696 -0.364 0.236 1.780 0.102
H -4.111310 1.036528 4.141506 -0.159 -0.837 0.213 0.123
H -3.028450 2.082298 3.466496 0.526 0.174 -0.044 0.097
H -1.545960 3.100578 5.010276 -0.180 -0.931 0.921 0.040
H -0.512130 1.750408 4.804526 0.384 -0.115 0.074 0.080
H -1.003790 2.263068 6.441296 -0.400 -0.837 0.245 0.086
H -2.020540 -1.826572 2.790656 -2.391 1.379 2.883 -0.026
H -2.068030 -1.336882 4.235426 -0.624 -0.492 0.672 0.060
C 0.477080 2.316208 2.059876 -0.050 -0.540 2.722 0.018
C -0.978960 2.428238 1.650366 -1.140 1.020 0.005 -0.309
C -1.580410 3.739438 2.107846 1.170 -0.190 -2.063 -0.189
O -1.560950 3.836438 3.526546 -1.688 2.414 -3.215 -0.246
C -2.185820 5.097558 3.874956 0.844 -0.181 1.573 -0.069
N -1.029280 2.124988 0.201766 -9.980 0.400 6.492 -0.077
H 0.777710 2.901168 2.929096 -0.119 1.113 -0.529 0.094
H 1.197950 2.348488 1.242936 0.024 0.095 0.489 0.108
H 0.441140 1.350758 2.564566 1.174 0.057 -0.060 0.088
H -1.677790 1.692558 2.048516 1.479 0.679 0.669 0.073
H -2.517060 3.720018 1.550706 -1.066 0.527 0.928 0.131
H -1.011830 4.541428 1.637076 0.083 0.553 0.251 0.126
H -2.958620 5.571238 3.269546 -0.089 -0.928 -0.627 0.091
H -1.421170 5.865778 3.990036 0.245 0.007 -0.033 0.088
H -2.600060 4.904128 4.864446 -0.170 0.258 0.087 0.087
H -1.942090 1.914628 -0.175894 -0.853 0.625 0.380 0.130
H -0.590350 1.215348 0.202036 -5.984 2.211 1.322 -0.042
C 3.013340 1.103948 -3.511784 -0.258 0.187 0.031 -0.013
C 2.222800 0.319478 -2.414694 1.443 1.626 -4.357 -0.283
C 0.724420 0.092818 -2.797064 0.372 0.384 -0.250 -0.182
O 0.073670 1.315538 -2.636694 -2.568 0.161 -5.899 -0.229
C -1.342670 1.163648 -2.696774 -0.896 0.914 0.200 -0.037
N 2.763190 -1.026582 -2.159974 3.433 12.317 -4.445 -0.105
H 2.518460 1.970278 -3.950704 -0.541 -0.058 0.171 0.057
H 3.271330 0.470888 -4.360764 0.099 -0.209 0.091 0.078
H 3.916740 1.546868 -3.092494 0.244 -0.371 0.109 0.079
H 2.190110 0.986868 -1.553524 2.210 -1.146 -0.204 0.140
H 0.314900 -0.582972 -2.046254 -0.057 0.458 -0.484 0.083
H 0.450420 -0.271862 -3.787034 1.061 -0.075 -0.401 0.148
H -1.704450 0.883938 -3.686204 0.191 -0.023 -0.232 0.110
H -1.808850 2.098798 -2.386504 0.297 0.192 -0.920 0.086
H -1.794460 0.502408 -1.957344 0.832 -0.319 -0.247 0.090
H 2.894830 -1.493622 -3.045784 -0.450 0.417 -0.842 0.119
H 3.712050 -0.981752 -1.816814 0.636 1.003 0.324 0.135
C -0.073160 3.272728 -1.072984 0.202 10.273 -3.917 -0.185
C 0.442600 4.464508 -1.708994 0.417 2.008 -2.380 -0.395
C 0.487690 4.320588 -3.241204 0.295 -0.758 0.921 -0.188
O 0.871980 5.489978 -3.966664 0.487 -1.746 0.899 -0.164
C 1.433630 5.084148 -5.188214 -0.749 2.552 -1.737 -0.138
N -0.354790 5.622768 -1.397744 -0.006 1.135 0.686 0.054
H 0.625730 2.447938 -1.212184 -0.142 5.825 -3.396 0.062
H -1.119950 3.094968 -1.319434 0.936 1.212 -0.876 0.108
H -0.053900 3.458168 0.000956 1.004 2.414 -1.038 0.118
H 1.427540 4.643768 -1.277874 0.448 0.212 -0.344 0.152
H -0.485690 3.997138 -3.609984 -0.533 0.108 0.099 0.130
H 1.101550 3.440548 -3.433054 0.619 0.262 -0.431 0.088
H 1.056270 5.876898 -5.834134 0.080 0.142 -0.651 0.080
H 1.032200 4.202958 -5.688684 0.196 -0.532 0.714 0.090
H 2.506630 5.240358 -5.299404 0.287 -0.773 0.639 0.086
H -1.302480 5.517218 -1.730674 -0.236 -0.221 -0.061 0.074
H 0.038910 6.386438 -1.928704 -0.137 0.442 0.021 0.061
C -0.102160 -2.693312 4.519036 0.881 1.307 -0.333 -0.003
C 0.439710 -1.772802 3.345356 -0.727 -1.275 0.660 -0.328
C 1.368570 -2.513492 2.417696 1.930 -0.461 5.557 -0.181
O 1.845670 -1.589002 1.444606 4.730 -3.943 10.276 -0.186
C 3.153310 -1.982532 1.083056 1.678 1.450 -0.111 -0.019
N -0.590550 -1.210362 2.593916 7.457 2.357 2.822 -0.130
H 0.634920 -3.037502 5.244526 0.352 -0.047 -0.255 0.068
H -0.644180 -3.559862 4.140336 -0.158 0.190 0.036 0.076
H -0.740350 -2.009422 5.078586 -0.178 -0.494 0.174 0.066
H 0.973900 -0.875512 3.657776 0.809 -0.367 1.055 0.154
H 1.014800 -3.450792 1.988266 0.152 0.082 1.817 0.128
H 2.138210 -2.785132 3.140156 0.980 -0.145 -0.390 0.136
H 3.426420 -1.168582 0.411486 0.343 -0.373 -0.426 0.109
H 3.205190 -2.951102 0.585776 0.055 0.021 0.396 0.115
H 3.884680 -1.915152 1.888446 -0.429 -0.217 0.389 0.115
H -0.075780 -0.669302 1.913946 -0.219 -0.448 1.820 -0.001
H -1.076880 -1.968382 2.136766 3.805 2.635 2.959 -0.194
C 2.094600 -2.700012 -1.639344 -0.330 -6.297 0.203 -0.178
C 1.785430 -3.867612 -2.592354 -0.039 -1.199 1.877 -0.315
C 0.532710 -4.612622 -2.105744 -0.260 -0.512 0.336 -0.213
O 0.668650 -5.559272 -1.009804 0.085 0.347 -1.047 -0.198
C 1.409320 -6.713902 -1.414224 -0.378 0.996 -0.749 -0.078
N 1.597320 -3.492522 -4.010374 0.068 0.610 0.613 0.070
H 2.010000 -2.905932 -0.572324 1.078 -1.330 -1.390 0.061
H 1.336880 -1.919432 -1.707674 -0.546 -2.601 -0.989 0.065
H 3.067840 -2.230312 -1.781734 0.011 -6.144 1.601 0.043
H 2.592750 -4.582772 -2.434584 0.357 0.010 -0.707 0.135
H 0.154240 -5.075602 -3.017064 -0.481 -0.710 0.158 0.121
H -0.181110 -3.867842 -1.753784 0.273 -1.076 -0.161 0.062
H 1.244720 -6.740102 -2.491404 0.463 -0.719 -0.210 0.081
H 1.012460 -7.633082 -0.983294 0.097 0.261 0.321 0.092
H 2.463440 -6.533762 -1.203344 0.090 -0.489 0.059 0.086
H 1.542560 -4.295312 -4.620804 0.673 -0.498 0.086 0.075
H 0.631460 -3.202452 -4.065884 -0.248 0.709 -0.084 0.049
C 0.224450 -3.064912 0.226626 -2.684 -0.470 -2.286 -0.066
C -1.051820 -2.214382 0.562286 -0.877 -2.541 -3.583 -0.211
C -2.259230 -2.059092 -0.496594 2.713 -0.847 -0.158 -0.095
O -1.664100 -1.297032 -1.524834 0.304 -0.448 -1.704 -0.225
C -1.267320 -1.957972 -2.765524 -0.472 0.201 1.118 -0.057
N -1.595420 -2.855902 1.755266 -4.716 -8.067 -5.561 0.087
H 0.656130 -2.810652 -0.741414 -2.658 -0.288 1.407 0.022
H 0.032600 -4.137462 0.196136 -0.392 0.125 0.364 0.104
H 1.062400 -2.940172 0.912476 -2.365 -0.751 -3.190 0.022
H -0.695880 -1.200642 0.745946 -1.313 -1.486 -0.754 0.098
H -3.091190 -1.463842 -0.120254 0.289 -0.463 0.131 0.096
H -2.621340 -3.009732 -0.888104 -0.096 -0.230 0.070 0.127
H -1.042510 -3.004552 -2.560034 -1.047 0.343 -0.566 0.063
H -0.321250 -1.523962 -3.089084 -1.027 -0.803 -0.020 0.032
H -2.005520 -1.750312 -3.540144 -0.204 -0.450 0.002 0.109
H -1.538050 -3.860162 1.664276 -0.062 -0.322 -0.057 0.153
H -2.570600 -2.598852 1.810556 -0.720 -0.871 -0.197 0.116
C 0.528060 0.327598 0.171966 3.413 -4.055 -1.624 -0.510
O -0.263500 0.386908 1.106626 2.886 -3.042 0.611 -0.164
N 0.493120 1.301228 -0.653974 9.800 -8.888 0.376 0.006
N 1.233240 -0.742872 -0.189404 -1.469 3.969 -5.029 0.137
H 0.120740 2.208758 -0.413484 -0.207 -2.504 2.709 -0.097
H 1.079580 1.218498 -1.472094 -1.011 0.228 2.733 0.060
H 1.557100 -0.805042 -1.144054 -0.087 1.076 2.136 0.024
H 1.368620 -1.538062 0.418416 -1.719 0.737 -2.165 -0.113